Molecular formula: C3H6O
Method: DFT, ωB97M-V with the def2-TZVPD basis set

Geometry as XYZ:
```
10
Properties=species:S:1:pos:R:3:lowdin_charge:R:1
C -1.949 0.615 -0.334 -0.140
C 1.469 0.049 -0.341 -0.070
C 1.219 -0.833 0.606 -0.076
O -1.481 -0.164 0.432 -0.038
H -1.957 1.710 -0.072 0.100
H -2.434 0.190 -1.212 0.082
H 0.710 0.373 -1.033 0.036
H 2.307 0.592 -0.143 0.012
H 1.909 -1.176 1.318 0.026
H 0.208 -1.356 0.780 0.067
```

Molecular weight, g/mol: 58.1
Energy, eV: -5253.25006
Structure (SMILES): C=C.C=O
Relative energy (zero: lowest compared OMol25 entry of this formula, charge and spin), kcal per mole: 56.4
Strongest force on any atom, Eh/bohr: 0.0687
LUMO, eV: 0.79
HOMO-LUMO gap, eV: 10.6